# 1
C12H15NO2 | ωB97M-V with the def2-TZVPD basis set

```
30
Properties=species:S:1:pos:R:3:forces:R:3
O 3.364274 0.282595 1.158902 -2.2 0.7 -0.4
O -0.391951 -0.992268 -4.107274 -0.7 -0.1 -0.2
N -0.409164 0.619382 2.116178 0.5 0.7 2.4
C 1.114388 0.252701 0.272273 -0.3 -0.2 -1.8
C -0.760507 2.020866 2.410564 -0.7 -0.9 0.5
C 0.392435 -1.144753 -3.201845 -1.0 0.8 -0.8
C -1.276711 -0.071390 0.031587 -0.5 -0.2 -0.8
C 1.273745 -0.172328 -1.099232 0.5 -0.3 0.9
C 2.188493 0.689037 1.184552 2.9 -1.1 0.6
C -0.885165 -0.462008 3.027314 0.5 0.9 -0.8
C -1.142090 -0.533997 -1.275475 -0.4 -0.3 -0.1
C 2.689140 -0.128568 -1.694680 -0.8 -0.8 -0.5
C -0.174993 0.280434 0.778915 -0.7 -0.1 0.3
C 0.152215 -0.650958 -1.848352 0.8 1.1 2.0
C -2.404892 -0.979191 -1.977614 -0.1 -0.2 0.0
H 3.186545 -1.111217 -1.645677 -0.1 0.3 0.4
H -1.829776 2.230935 2.241612 0.1 0.1 -0.4
H -2.369955 -2.046536 -2.203398 0.1 0.0 0.0
H -2.281494 0.020290 0.492430 0.8 -0.2 -0.4
H -0.860953 -0.161677 4.081127 0.2 0.2 -0.3
H -1.904068 -0.750821 2.798041 -0.4 -0.3 -0.1
H 1.320496 -1.582358 -3.487134 1.3 -0.6 0.4
H -3.310983 -0.790240 -1.395053 0.3 0.0 0.2
H 1.936332 1.345710 2.033441 -0.4 0.0 -0.4
H -2.561799 -0.495388 -2.925321 0.2 0.3 -0.4
H -0.636682 2.254572 3.474839 0.4 -0.3 -0.1
H 3.310785 0.620603 -1.223213 0.0 0.0 0.1
H 2.630583 0.055219 -2.763940 0.0 0.4 -0.1
H -0.211394 -1.315781 2.899749 -0.2 0.0 0.0
H -0.146854 2.717133 1.846685 0.0 -0.1 -0.2
```
Positions in Å, forces in eV/Å.

Results
SMILES = Cc1cc(N(C)C)c(C=O)c(C)c1C=O
spin multiplicity = 1
frontier orbital gap = 8.51 eV
strongest force on any atom = 3.096 eV/Å
lowest unoccupied orbital energy = -0.06 eV
net charge = 0

Results of the Mulliken charge analysis, in e, for atoms 1 through 2: number 1, O, carries -0.521; number 2, O, carries -0.491

=====

# 2
C2F6O2S | ωB97M-V with the def2-TZVPD basis set

```
11
Properties=species:S:1:pos:R:3:forces:R:3
S 1.001847 1.522429 0.093519 0.0 0.3 1.2
F 3.379025 0.800132 0.990071 0.7 0.2 0.3
F -3.528439 -0.150907 -0.302117 0.6 0.1 0.0
F 2.630299 -0.469400 -0.581217 0.1 -0.1 -0.4
F -2.580180 -0.903999 -2.102069 0.4 0.2 0.3
F -2.371714 -1.982574 -0.232848 0.4 0.4 0.0
F 1.837535 -0.639245 1.419751 0.1 -0.1 0.2
O -1.178220 0.048852 -0.452684 -5.0 -3.3 -1.4
O 0.842300 2.254198 1.410634 0.3 -0.7 -1.2
C 2.292174 0.212887 0.507243 -1.2 0.5 0.0
C -2.324625 -0.692373 -0.750278 3.8 2.5 1.1
```
Positions in Å, forces in eV/Å.

Results
spin multiplicity = 2
frontier orbital gap (alpha / beta) = 8.51 / 7.32 eV
strongest force on any atom = 6.124 eV/Å
expectation value of S² = 0.755
lowest unoccupied orbital energy (alpha / beta) = 3.33 / 2.16 eV
net charge = -1

Results of the Mulliken charge analysis, in e, for atoms 1 through 2: number 1, S, carries 0.441; number 2, F, carries -0.231

=====

# 3
C5H10O2 | ωB97M-V with the def2-TZVPD basis set

```
17
Properties=species:S:1:pos:R:3:forces:R:3
O 1.927063 -0.168177 -0.625845 0.0 -0.2 -0.1
O -0.345661 -1.394008 0.227082 -0.1 -0.4 -0.1
C 1.443412 0.122850 1.763050 0.0 0.0 0.0
C -0.370255 0.029703 0.052686 0.0 0.1 0.1
C -0.942507 0.277291 -1.316076 -0.1 0.1 0.0
C 1.078007 0.458130 0.313563 -0.2 0.3 0.2
C -2.261708 0.374499 -1.462026 0.0 0.0 -0.1
H -1.014909 0.491191 0.816894 0.0 -0.2 -0.1
H -2.781272 0.394844 -2.417370 0.3 0.1 0.1
H 1.580586 -1.068737 -0.720274 0.2 0.0 0.1
H -0.927502 -1.776770 -0.441952 0.0 0.0 0.2
H 0.827331 0.712563 2.452236 0.1 -0.1 -0.1
H 1.187439 1.536325 0.150341 -0.1 -0.1 0.0
H -2.896133 0.409023 -0.579405 0.0 0.0 -0.1
H -0.256126 0.200715 -2.157936 -0.1 0.1 0.1
H 1.257521 -0.935673 1.969720 0.1 0.2 -0.1
H 2.494714 0.336232 1.975313 -0.1 0.0 -0.2
```
Positions in Å, forces in eV/Å.

Results
SMILES = C=C[C@@H](O)[C@@H](C)O
spin multiplicity = 1
frontier orbital gap = 10.95 eV
strongest force on any atom = 0.450 eV/Å
lowest unoccupied orbital energy = 0.87 eV
net charge = 0

Results of the Mulliken charge analysis, in e, for atoms 1 through 2: number 1, O, carries -0.577; number 2, O, carries -0.534

=====

# 4
C24H18AuBrClIP | ωB97M-V with the def2-TZVPD basis set

```
47
Properties=species:S:1:pos:R:3:forces:R:3
Au 1.601225 0.316091 -2.194678 -0.2 0.3 -0.3
I 1.482461 2.698231 -3.658052 0.3 -0.5 0.2
Br 3.624850 4.428156 -1.486329 0.0 0.0 0.0
Cl -1.340394 0.161059 -3.188001 -0.4 0.1 0.2
P 0.484521 -0.968412 -0.660004 0.1 0.1 0.0
C 2.174157 -3.140820 -0.573037 0.0 0.0 0.0
C -0.019531 4.904695 0.389769 0.0 0.0 0.0
C 1.319625 4.979209 0.046180 0.0 0.0 0.0
C -1.301998 0.131853 1.202602 0.0 0.1 0.0
C 1.331769 -2.423653 1.572961 0.0 0.0 0.0
C -0.048899 0.222178 0.599963 0.0 -0.2 0.1
C 1.788903 4.313483 -1.079757 0.0 0.0 0.0
C 0.867879 1.174659 1.046161 0.0 0.0 0.0
C -1.629371 0.984856 2.248508 0.0 0.0 0.0
C -3.637217 -2.719467 -1.693122 0.0 0.0 0.0
C 2.853800 -4.179303 0.041212 0.0 0.0 0.0
C -0.901957 4.160309 -0.380330 0.0 0.0 0.0
C -1.070279 -1.728146 -1.225911 0.1 0.0 -0.1
C -0.445948 3.502579 -1.509019 0.0 0.0 -0.1
C -1.929633 -1.111383 -2.143196 0.4 -0.1 -0.2
C 2.022037 -3.461202 2.183542 0.0 0.0 0.0
C -3.210761 -1.578521 -2.360647 0.0 -0.1 -0.1
C 1.406036 -2.264818 0.191303 -0.1 0.0 0.0
C 2.777834 -4.338054 1.419136 0.0 0.0 0.0
C -1.503110 -2.898888 -0.606994 -0.2 0.1 0.1
C 0.541778 2.010656 2.100940 0.0 0.0 -0.1
C -2.779389 -3.392851 -0.839726 0.0 0.0 0.0
C -0.706210 1.914790 2.701929 0.0 0.0 0.0
C 0.897029 3.586777 -1.856967 -0.1 0.2 0.0
H -1.131165 2.942574 -2.130377 0.0 0.0 0.0
H 1.258473 2.744114 2.445874 0.0 0.0 0.0
H 3.316411 -5.144782 1.898355 0.0 0.0 0.0
H -3.105945 -4.293606 -0.338541 0.0 0.0 0.0
H -2.604737 0.916337 2.712019 0.0 0.0 0.0
H -0.961068 2.571994 3.523331 0.0 0.0 0.0
H 0.743510 -1.739844 2.172061 0.0 0.0 0.0
H -2.022298 -0.600136 0.861937 0.0 0.0 0.0
H 2.242547 -3.008382 -1.647178 0.0 0.0 0.0
H -0.373565 5.434581 1.264085 0.0 0.0 0.0
H 3.449978 -4.859128 -0.552358 0.0 0.0 0.0
H -3.846724 -1.083465 -3.080975 0.0 0.0 0.0
H -4.634916 -3.097302 -1.871397 0.0 0.0 0.0
H -1.949047 4.103582 -0.115883 0.0 0.0 0.0
H 1.969885 -3.582312 3.257231 0.0 0.0 0.0
H 1.842015 1.258212 0.573961 0.0 0.0 0.0
H 2.011544 5.557303 0.643021 0.0 0.0 0.0
H -0.854104 -3.403801 0.096398 0.0 0.0 0.0
```
Positions in Å, forces in eV/Å.

Results
spin multiplicity = 1
frontier orbital gap = 8.71 eV
strongest force on any atom = 0.630 eV/Å
lowest unoccupied orbital energy = -3.14 eV
net charge = +1

Results of the Mulliken charge analysis, in e, for atoms 1 through 2: number 1, Au, carries -0.182; number 2, I, carries 0.188

=====

The records above give, respectively, ΔE to the lowest compared entry with this formula, charge and spin values of 1.100, 0.501, 1.844, 0.264 eV.